A molecular structure, C26H29CaCl4NO5S in a non-equilibrium geometry. Source: OMol25; level of theory: ωB97M-V/def2-TZVPD.

```
67
Properties=species:S:1:pos:R:3:forces:R:3
Ca 8.97638 7.67510 11.90637 0.06 0.15 1.96
Cl 9.06479 4.81556 11.34860 0.33 -0.26 -0.70
Cl 12.02981 10.43873 5.72896 -0.20 0.99 -1.01
Cl 12.74178 6.52586 9.18570 0.33 -0.41 0.04
Cl 7.70799 6.65731 9.61453 0.66 -0.68 -0.68
S 11.46282 12.21534 16.62094 0.23 0.78 0.87
O 11.97946 12.05347 17.99249 0.23 -0.11 -1.58
O 9.99360 12.16927 16.64110 0.52 -0.08 -0.62
O 8.66975 9.74170 11.15839 0.96 1.39 -2.84
O 10.81247 7.87724 10.78428 -0.18 0.23 -0.63
O 12.03506 13.29796 15.80454 -0.44 -0.70 0.79
N 11.36679 7.20575 13.43295 0.07 -1.22 -0.98
C 5.35298 5.74880 12.97821 0.08 0.89 0.46
C 11.01415 8.51147 9.67974 -0.52 0.06 0.11
C 7.58954 5.12138 14.91542 0.54 0.40 -0.97
C 6.48665 10.65520 13.56904 -0.39 1.05 -0.41
C 12.20910 9.51279 16.24133 -0.57 0.13 -0.91
C 5.09471 8.54584 12.09906 -0.44 0.63 0.15
C 11.65442 8.39674 14.12000 0.83 1.53 2.19
C 6.17444 6.84224 13.64960 0.95 0.75 -0.49
C 12.10057 8.34152 15.47164 -0.13 -0.06 -0.30
C 9.17139 10.23526 10.08421 -0.14 -0.71 1.26
C 7.58770 7.55398 15.51074 0.55 0.74 -0.83
C 6.68964 9.22126 13.95675 -0.06 -0.26 0.30
C 11.97321 7.99139 8.75426 -0.66 0.67 -0.93
C 10.25986 9.68200 9.28866 0.07 -0.40 0.21
C 10.54241 10.32107 8.04946 0.63 -0.84 -0.12
C 11.48807 9.78261 7.19174 -0.19 -1.10 1.24
C 6.03420 8.20776 13.22630 0.55 -1.24 0.66
C 7.41686 8.91660 15.13832 -0.30 -0.58 -0.21
C 11.67614 10.83985 14.25252 0.21 -0.49 0.84
C 8.90152 5.24623 9.60499 -1.06 0.21 0.51
C 11.50969 9.66782 13.52876 -0.52 -0.82 -0.36
C 11.90667 10.75020 15.63527 -0.13 -0.32 0.49
C 7.13193 6.53206 14.65987 -0.90 0.71 -0.22
C 12.14808 8.55523 7.50340 -0.37 0.79 1.48
C 8.31236 7.15622 16.76756 0.09 -0.16 0.30
C 8.00216 10.03548 15.95154 1.23 0.89 -0.32
H 7.52309 4.54866 13.99153 -0.15 -0.23 0.07
H 9.95867 11.18968 7.81834 0.06 0.44 -0.35
H 8.74666 9.73101 16.69474 -0.22 -0.20 -0.23
H 7.05715 11.34203 14.20352 -0.31 -0.25 -0.15
H 8.64577 5.09912 15.22169 -0.39 0.02 -0.01
H 8.14348 6.09074 16.96899 0.07 0.48 0.22
H 6.80844 10.87143 12.53908 0.02 -0.25 0.21
H 12.86250 8.16359 6.79670 -0.01 -0.18 -0.01
H 4.31521 6.05960 12.82013 0.21 0.09 0.04
H 7.96514 7.73843 17.61949 -0.21 -0.02 0.01
H 11.77706 6.39873 13.93413 -0.48 0.67 -0.44
H 5.41588 10.97759 13.59463 0.69 -0.40 0.20
H 7.27676 10.64418 16.50106 -0.15 -0.17 -0.20
H 8.57873 10.77161 15.30972 -0.64 -0.88 0.75
H 8.41548 4.42337 9.06412 0.21 0.37 0.35
H 5.05132 7.82349 11.28279 0.01 -0.25 0.25
H 12.33341 7.36218 15.95058 -0.25 0.72 -0.49
H 11.63424 11.82285 13.78904 -0.33 -0.19 0.15
H 5.76803 5.49891 12.02033 0.14 -0.35 -0.66
H 12.47021 9.45574 17.30196 -0.17 0.19 -0.39
H 11.78191 7.24200 12.49264 -0.16 -0.18 0.43
H 5.34088 9.50673 11.62575 -0.07 -0.23 0.31
H 9.85833 5.53286 9.16751 -0.16 0.22 0.30
H 5.32832 4.87471 13.59925 0.02 -0.52 0.20
H 9.39262 7.32525 16.76076 0.03 0.03 -0.34
H 11.13744 9.70768 12.49917 0.45 0.11 0.14
H 8.77605 11.20415 9.66434 0.05 -0.79 0.63
H 4.08420 8.64387 12.54503 0.27 -0.02 -0.49
H 6.99075 4.67222 15.66853 -0.45 -0.76 0.72
```
Positions in Å, forces in eV/Å.

Strongest force on any atom = 3.30 eV/Å
Charge = 0
Spin multiplicity = 1


A molecular structure, C26H29ClN2NiO6Te. Source: OMol25; level of theory: ωB97M-V/def2-TZVPD.

```
66
Properties=species:S:1:pos:R:3:forces:R:3
Te -3.18193 -0.95385 -0.57741 -0.05 0.10 -0.05
Ni 1.08241 -0.07781 0.72512 -0.01 0.19 -0.06
Cl 1.71113 -0.23625 3.05317 0.01 0.02 0.27
O -1.66117 -1.12753 -5.45007 0.00 -0.04 -0.01
O 3.48957 1.70656 -1.68967 -0.03 -0.01 0.04
O -1.69231 -1.32115 -3.31054 0.07 -0.07 -0.09
O -2.61862 2.09683 0.49229 0.03 -0.02 0.04
O -0.99340 0.57851 0.64045 0.16 -0.12 -0.25
O 2.62522 -0.13724 -0.75111 -0.20 -0.21 -0.13
N 1.68734 1.87013 0.90241 0.13 0.01 0.06
N -1.15411 -0.99820 -4.34495 0.09 0.13 0.04
C -0.68188 -3.95759 1.03824 -0.02 0.00 0.00
C -1.46348 1.75380 0.78270 -0.03 0.04 0.10
C 0.79249 -0.21232 -3.03505 0.11 0.01 0.03
C -3.43508 -0.85754 3.76650 0.02 0.00 0.02
C -6.46715 -4.36311 -1.99997 0.00 0.01 -0.01
C -3.90007 -0.89838 1.40376 0.06 -0.02 0.03
C 0.77724 2.97518 0.61925 -0.03 -0.02 0.00
C -2.98472 -0.89777 2.45336 -0.04 -0.02 0.00
C 2.64721 0.78438 -4.19073 0.04 0.03 0.02
C -5.89712 -4.43520 -0.73486 0.01 -0.02 0.01
C -4.60728 -2.43070 -1.16394 -0.05 0.03 0.09
C 2.04370 0.39766 -2.99874 0.02 -0.02 -0.05
C 0.29710 -2.87035 1.49158 0.02 -0.03 -0.01
C -0.53049 2.81088 1.38285 -0.04 0.01 -0.03
C 2.04147 0.55890 -5.41815 -0.08 -0.04 -0.02
C 0.79079 -0.03436 -5.46998 0.11 0.07 0.04
C 1.58074 -3.51560 2.00650 0.02 0.01 0.00
C -6.09464 -3.33236 -2.85190 0.00 -0.02 0.00
C -4.97104 -3.48605 -0.32650 -0.03 -0.03 0.00
C -5.17911 -2.37475 -2.43418 0.03 -0.01 -0.03
C 2.78294 0.68021 -1.68758 0.08 0.16 0.00
C -4.79474 -0.82902 4.04526 0.01 -0.01 0.01
C 0.58986 -1.88085 0.36574 -0.14 0.02 -0.02
C -5.26180 -0.85652 1.68470 -0.02 0.00 0.04
C 0.19644 -0.39351 -4.27182 -0.25 -0.12 -0.05
C -5.70796 -0.83000 2.99929 -0.02 0.00 -0.03
H -0.32324 -1.74055 -0.22748 0.04 -0.07 -0.05
H -4.90058 -1.57252 -3.10810 -0.02 0.02 0.01
H -0.29896 2.51993 2.41321 -0.02 -0.01 0.00
H -1.92306 -0.90991 2.24192 0.00 0.02 0.00
H -5.14161 -0.80444 5.07224 0.00 0.01 0.00
H -6.77276 -0.79870 3.20373 0.00 0.00 0.01
H 1.39012 -4.16245 2.87077 -0.01 -0.01 -0.01
H 0.30389 -0.52341 -2.11940 0.00 -0.02 0.00
H 1.95157 1.84385 1.88512 -0.03 0.02 0.01
H -4.52672 -3.56286 0.65930 -0.01 0.01 0.00
H -1.07679 3.75465 1.39840 0.02 0.00 0.03
H 1.23464 3.93916 0.87952 0.00 0.01 -0.01
H -0.16274 -2.32728 2.32490 0.04 -0.02 0.02
H -0.27623 -4.49380 0.17266 0.00 0.00 0.00
H -5.97944 -0.84857 0.87268 0.01 0.01 0.00
H 2.53752 1.93378 0.34572 -0.01 0.03 -0.02
H -2.70913 -0.85265 4.57096 0.00 0.00 0.00
H 0.27298 -0.21132 -6.39971 -0.01 0.00 0.00
H -1.63772 -3.52299 0.73488 0.00 0.00 -0.01
H -7.19126 -5.10431 -2.31794 0.01 0.00 -0.01
H -0.87080 -4.69133 1.83150 0.00 0.01 0.01
H 2.29847 -2.75111 2.30087 -0.01 0.00 0.00
H 3.60892 1.27630 -4.12364 -0.01 0.02 0.00
H -6.52514 -3.26500 -3.84490 0.00 -0.01 0.00
H 2.02674 -4.13049 1.21491 0.00 0.00 0.00
H 0.58354 2.99361 -0.45689 0.01 -0.01 0.00
H 2.53408 0.85649 -6.33587 0.01 0.00 0.00
H -6.16677 -5.24289 -0.06323 -0.01 0.00 0.00
H 1.36905 -2.28612 -0.29526 0.00 -0.03 0.01
```
Positions in Å, forces in eV/Å.

Strongest force on any atom = 0.32 eV/Å
Charge = -2
Spin multiplicity = 1


C26H29N3O6 in the gas phase in a non-equilibrium geometry. Source: OMol25; level of theory: ωB97M-V/def2-TZVPD.

```
64
Properties=species:S:1:pos:R:3:forces:R:3
O -0.47386 4.34239 0.69997 -0.09 -0.06 0.03
O 1.17301 -1.66311 1.84190 0.14 0.20 -0.04
O -2.46482 3.30400 0.59044 -0.28 -0.05 0.18
O 3.37304 -1.49943 -2.16776 0.10 -0.10 -0.15
O 3.05191 -5.31066 2.63593 0.21 0.60 0.64
O -5.10499 4.70719 -1.18220 -0.13 0.21 0.09
N 1.00781 0.05625 -2.04549 0.34 -0.22 0.15
N 2.44787 -5.91274 1.58379 -0.39 -0.78 -0.98
N -3.69253 3.12199 -1.86922 -0.29 -0.40 -0.48
C 2.90797 -3.33135 4.04470 0.04 -0.19 -0.03
C -2.57331 0.97552 -1.90637 -0.03 0.33 0.01
C -4.04965 4.12759 -1.03554 0.19 -0.06 0.28
C -0.59560 2.01031 1.14065 -0.07 -0.25 0.10
C -1.14069 3.34087 0.80546 0.29 0.22 0.06
C -1.40964 0.89657 1.30530 0.13 0.39 0.00
C 2.09168 0.39570 -2.94925 0.32 -0.08 0.07
C 2.42352 -4.16235 2.91751 -0.77 0.21 -0.54
C -0.85907 -0.34625 1.55277 0.14 -0.44 0.09
C -1.25724 2.96215 -2.06696 -0.24 -0.13 -0.21
C -2.50477 2.36186 -1.93352 0.35 -0.26 -0.10
C 0.42280 -2.86083 1.95703 -0.08 -0.32 0.17
C -0.16364 0.79812 -2.06311 -0.37 0.18 0.00
C 0.96295 -1.37125 -1.80741 0.29 -0.08 0.09
C 1.45739 -5.15066 1.20527 0.32 0.25 0.54
C 1.34236 0.63267 1.48248 0.00 -0.20 0.07
C -1.42814 0.20742 -1.97697 0.21 -0.11 -0.18
C -3.08341 4.49254 0.09884 -0.14 0.68 0.07
C 0.78854 1.86582 1.24041 -0.17 0.01 0.02
C 1.38400 -3.99737 2.03771 0.49 -0.03 0.37
C -3.82655 5.20661 1.22244 0.21 -0.19 -0.25
C 3.41141 -0.10633 -2.36339 -0.12 0.28 -0.24
C 0.52342 -0.49128 1.63242 -0.11 0.34 -0.03
C 2.32911 -1.83926 -1.28915 -0.35 -0.05 0.11
C -0.11244 2.19693 -2.11154 0.04 -0.09 -0.07
C 0.57593 -5.51811 0.06959 0.07 -0.09 0.05
H 4.23667 0.08574 -3.05083 -0.05 0.06 0.05
H 2.32119 -3.53387 4.94077 0.01 0.01 0.07
H 0.71452 -1.92513 -2.72793 -0.07 -0.02 0.06
H 2.51032 -1.38969 -0.30275 -0.04 -0.07 -0.07
H 3.60169 0.40293 -1.40649 0.00 0.00 -0.07
H -4.43647 2.83801 -2.49623 0.08 0.19 0.10
H 2.41047 0.50298 1.56120 0.13 -0.01 -0.01
H 2.35120 -2.92682 -1.19692 -0.06 0.04 0.07
H -1.53383 -0.86556 -1.97560 0.04 -0.11 0.01
H -1.18011 4.03725 -2.12302 0.00 0.12 0.02
H -2.30005 5.15525 -0.29682 -0.19 -0.17 0.04
H -0.44279 -5.67811 0.42016 -0.07 -0.02 -0.06
H -0.22660 -2.99399 1.08257 -0.02 0.06 0.10
H -3.11837 5.56672 1.96416 0.07 0.01 0.03
H -4.38207 6.04198 0.80780 -0.04 0.04 0.02
H 3.94829 -3.56643 4.25157 0.07 0.05 0.06
H -3.53724 0.49264 -1.83465 -0.11 -0.04 0.05
H 1.93425 -0.08990 -3.92655 0.02 0.09 0.01
H 0.83753 2.70355 -2.16775 0.12 0.05 0.03
H 1.40920 2.73950 1.11579 0.08 0.07 -0.02
H 0.56390 -4.72299 -0.67451 -0.04 0.01 -0.10
H 2.14260 1.47104 -3.10041 0.02 -0.03 -0.02
H 0.21562 -1.58436 -1.04288 -0.03 -0.05 0.00
H -4.52575 4.52068 1.69435 -0.08 -0.02 0.03
H 0.94347 -6.43261 -0.38546 -0.03 -0.05 -0.09
H -2.48002 1.00581 1.23756 -0.09 -0.01 -0.03
H 2.80574 -2.27927 3.79332 0.03 0.04 0.02
H -0.20327 -2.82340 2.86133 -0.01 0.10 -0.20
H -1.51445 -1.19350 1.68150 -0.03 -0.09 0.01
```
Positions in Å, forces in eV/Å.

Strongest force on any atom = 1.31 eV/Å
Charge = 0
SMILES = Cc1noc(C)c1COc1ccc(C(=O)O[C@H](C)C(=O)Nc2ccc(N3CCOCC3)cc2)cc1
Spin multiplicity = 1


How do the records compare in ΔE to the lowest compared entry with this formula, charge and spin? In the order shown, they have 0.0 0.0 80.9 kcal/mol.